Record 1
Formula: C4H10O2
Source: the OMol25 dataset
Level of theory: ωB97M-V with the def2-TZVPD basis set

The geometry in XYZ format:
```
16
Properties=species:S:1:pos:R:3:forces:R:3
C 0.360874 1.855824 -0.514172 0.0 0.1 0.0
C -0.561586 0.895449 0.184070 -0.1 0.0 0.3
C 1.392636 -1.566074 0.602337 0.0 0.0 0.0
O -0.707704 0.885588 1.391628 0.1 0.0 -0.5
C -1.338604 -0.113949 -0.648544 0.1 0.1 -0.1
O -1.928762 -1.072696 0.176879 -0.1 0.1 0.1
H -0.130185 2.323185 -1.374171 0.0 -0.1 0.1
H 0.695817 2.618033 0.191299 -0.1 -0.1 -0.1
H 1.233739 1.308545 -0.890401 -0.2 0.1 0.1
H 1.741232 -1.103522 -0.327325 0.0 -0.1 0.1
H 1.607262 -0.899681 1.441739 0.0 -0.1 -0.1
H 1.911913 -2.516073 0.740928 0.0 0.1 0.0
H -1.829755 -0.715470 1.078664 -0.1 -0.1 -0.1
H -2.096347 0.440364 -1.228356 0.1 0.0 0.1
H -0.666566 -0.592759 -1.374384 -0.1 0.1 0.1
H 0.316037 -1.746764 0.549810 0.2 0.0 0.0
```
Forces are in eV/Å.

The SMILES is CC(=O)CO.C. Its energy is -8404.835 eV. For the HOMO energy, the calculation gives -10.31 eV. As for the charge: 0.

=====

Record 2
Formula: C4H10O2
Source: the OMol25 dataset
Level of theory: ωB97M-V with the def2-TZVPD basis set

The geometry in XYZ format:
```
16
Properties=species:S:1:pos:R:3:forces:R:3
C -0.758158 0.266222 -2.233087 -0.1 0.0 -0.3
O -0.467224 -0.225224 -0.946919 0.0 -0.1 0.0
C 0.646373 0.459452 -0.419358 0.2 0.2 0.1
C 0.958575 0.053731 1.019427 0.1 0.1 0.1
C -0.207714 -0.489840 1.850313 0.1 0.4 0.2
O -0.506724 -1.846517 1.591128 -0.1 0.0 -0.4
H 0.029920 -0.009843 -2.950588 -0.1 0.0 0.1
H -1.711378 -0.155925 -2.551459 0.1 0.0 0.0
H -0.842224 1.365927 -2.233791 0.0 -0.2 0.1
H 0.431157 1.542544 -0.448491 0.0 -0.2 0.0
H 1.532702 0.293868 -1.054804 -0.2 0.0 0.0
H 1.779719 -0.670021 1.073728 -0.2 0.0 -0.1
H 1.315672 0.984656 1.470680 0.1 -0.2 0.3
H 0.070875 -0.456770 2.909463 0.0 0.0 -0.2
H -1.099785 0.144236 1.726231 0.1 -0.1 0.0
H -0.816263 -1.898498 0.677351 0.1 0.0 0.1
```
Forces are in eV/Å.

The SMILES is COCCCO. Its energy is -8404.279 eV. For the HOMO energy, the calculation gives -10.06 eV. As for the charge: 0.

=====

Record 3
Formula: C4H10O2
Source: the OMol25 dataset
Level of theory: ωB97M-V with the def2-TZVPD basis set

The geometry in XYZ format:
```
16
Properties=species:S:1:pos:R:3:forces:R:3
C 0.044045 0.513458 1.437617 0.8 -0.6 -1.3
O 0.710968 -0.138147 0.298718 0.0 0.1 0.8
C 1.041177 0.804825 2.540431 0.5 -1.0 -0.2
H -0.714134 -0.202025 1.759441 -0.4 0.5 0.2
H -0.323882 1.396389 0.928842 -0.6 0.2 0.5
H 1.059572 -0.964927 0.650492 0.1 0.0 -0.2
H 1.725516 -0.047192 2.495761 0.2 0.0 0.2
H 0.650653 0.749018 3.553044 -0.3 0.5 0.0
H 1.662396 1.675279 2.354760 -0.2 0.2 0.1
O -2.666153 -0.656166 -2.256393 -0.2 -0.2 0.3
C -1.543034 -0.726953 -1.831453 0.3 0.7 -0.5
C -0.336890 -0.307149 -2.628289 0.2 -1.4 -0.1
H -1.287867 -1.149836 -0.844138 -0.3 0.0 0.1
H 0.325094 0.401400 -2.144205 -0.2 0.2 0.1
H 0.237169 -1.250535 -2.650866 0.2 0.2 -0.1
H -0.584628 -0.097439 -3.663761 -0.1 0.4 0.1
```
Forces are in eV/Å.

The SMILES is CC=O.CCO. Its energy is -8404.065 eV. For the HOMO energy, the calculation gives -9.51 eV. As for the charge: 0.

=====

Record 4
Formula: C4H10O2
Source: the OMol25 dataset
Level of theory: ωB97M-V with the def2-TZVPD basis set

The geometry in XYZ format:
```
16
Properties=species:S:1:pos:R:3:forces:R:3
C -2.362616 -0.898344 0.085310 0.0 0.0 0.0
C -1.239195 -0.099454 -0.553802 -0.2 0.0 -0.2
O -0.421252 0.500371 0.442325 0.2 0.0 0.0
C 1.493148 1.012258 -0.335821 0.0 0.2 0.0
C 2.432929 0.304787 0.539523 0.0 0.3 -0.1
O 1.610797 -0.806985 0.571678 0.0 -0.3 0.2
H -1.953411 -1.718513 0.684348 -0.1 0.1 -0.1
H -3.017584 -1.326491 -0.681854 0.1 0.1 0.1
H -2.961346 -0.258867 0.740856 0.1 -0.1 -0.1
H -1.643610 0.708982 -1.174035 0.0 -0.1 0.1
H -0.624242 -0.749082 -1.193696 -0.1 0.1 0.1
H 1.063543 1.986868 -0.133557 0.1 -0.1 0.0
H 1.392293 0.626891 -1.344402 0.0 0.0 0.2
H 2.586945 0.810059 1.507696 0.0 -0.1 -0.1
H 3.418409 0.130312 0.074576 -0.1 0.0 0.0
H 0.225199 -0.222796 0.770854 0.1 0.0 -0.1
```
Forces are in eV/Å.

Its energy is -8401.115 eV. For the HOMO energy (spin up / spin down), the calculation gives -8.93 / -8.93 eV. As for the charge: 0.